Run one
DFT (ωB97M-V/def2-TZVPD) results for a molecular structure, C3H5LiO3Tl.

Properties
**Net charge**: +2
**HOMO-LUMO gap (alpha / beta)**: 11.14 / 7.75 eV
**HOMO energy (alpha / beta)**: -19.43 / -19.33 eV
**Spin multiplicity**: 2

Atoms and positions in Å:
1 H -0.51 -0.73 -0.89
2 O -1.02 0.79 -0.22
3 C -1.78 -0.12 0.51
4 C -1.44 -1.40 -0.34
5 C 4.52 0.54 0.13
6 O 3.42 0.80 0.42
7 O 5.61 0.30 -0.12
8 Li -1.99 2.14 -1.35
9 Tl 1.10 1.57 0.85
10 H -2.86 0.06 0.42
11 H -1.39 -0.27 1.52
12 H -2.04 -1.41 -1.25
13 H -1.61 -2.27 0.31



Run two
DFT (ωB97M-V/def2-TZVPD) results for a molecular structure, C3H5LiO3Tl.

Properties
**Net charge**: +2
**HOMO-LUMO gap (alpha / beta)**: 10.45 / 7.13 eV
**HOMO energy (alpha / beta)**: -18.88 / -18.83 eV
**Spin multiplicity**: 2

Atoms and positions in Å:
1 H -2.87 0.54 0.40
2 O 0.69 -1.32 -0.06
3 C 0.89 -0.17 -0.75
4 C 0.40 1.11 -0.10
5 O -1.03 1.25 -0.22
6 C -1.80 0.77 0.71
7 O -1.50 -0.08 1.52
8 Tl 1.12 -3.69 -1.10
9 Li 0.03 -1.18 1.94
10 H 0.55 -0.28 -1.80
11 H 2.01 -0.09 -0.87
12 H 0.82 1.97 -0.63
13 H 0.70 1.17 0.96



Which structure wins on stability? run two wins.



Run one
DFT (ωB97M-V/def2-TZVPD) results for H3NO2S in the gas phase.

Properties
**Net charge**: 0
**HOMO-LUMO gap**: 9.72 eV
**HOMO energy**: -9.31 eV

Atoms and positions in Å:
1 N 1.07 -0.30 0.13
2 O -2.02 -0.43 0.56
3 O -1.43 0.87 0.38
4 S -0.47 0.19 -0.55
5 H 1.34 -0.97 -0.60
6 H 1.26 -0.76 0.99
7 H 0.26 1.39 -0.92



Run two
DFT (ωB97M-V/def2-TZVPD) results for 2 unconnected molecules or ions with the total composition H3NO2S.

Properties
**Net charge**: 0
**HOMO-LUMO gap (alpha / beta)**: 8.99 / 8.72 eV
**HOMO energy (alpha / beta)**: -10.11 / -9.07 eV

Atoms and positions in Å:
1 N -0.16 -0.48 0.65
2 O 0.45 0.51 -2.15
3 O -0.16 1.62 -0.09
4 S -0.70 1.53 -1.50
5 H -0.29 -0.46 1.65
6 H 0.88 -0.26 0.53
7 H 0.64 -0.06 -1.48



Which structure wins on stability? run two wins.



Run one
DFT (ωB97M-V/def2-TZVPD) results for C3H3FN2O2 in the gas phase.

Properties
**Net charge**: 0
**HOMO-LUMO gap**: 8.32 eV
**Structure (SMILES)**: O=c1[nH]c(O)c(F)[nH]1
**HOMO energy**: -7.99 eV

Atoms and positions in Å:
1 O 2.67 0.07 0.00
2 C 1.46 0.03 -0.01
3 N 0.56 1.09 0.00
4 C -0.76 0.63 0.00
5 O -1.86 1.45 0.00
6 C -0.71 -0.69 -0.01
7 F -1.67 -1.61 0.00
8 N 0.63 -1.07 0.01
9 H 0.88 2.06 0.03
10 H -1.58 2.38 0.01
11 H 0.98 -2.03 0.01



Run two
DFT (ωB97M-V/def2-TZVPD) results for a molecular structure, C3H3FN2O2.

Properties
**Net charge**: 0
**HOMO-LUMO gap**: 9.33 eV
**HOMO energy**: -8.95 eV

Atoms and positions in Å:
1 C 0.75 -0.41 -0.22
2 C -0.59 -1.10 -0.03
3 C -1.50 -0.15 0.00
4 H 2.20 0.77 1.13
5 H -1.10 -2.18 -0.15
6 H -1.29 1.83 -0.72
7 N 1.93 -0.89 -0.12
8 N -0.95 1.17 0.05
9 O 2.85 0.22 0.14
10 O 0.47 1.00 -0.21
11 F -2.77 -0.24 0.13



Which structure wins on stability? run one wins.



Run one
DFT (ωB97M-V/def2-TZVPD) results for C3H5ClOS in the gas phase.

Properties
**Net charge**: 0
**HOMO-LUMO gap**: 9.28 eV
**Structure (SMILES)**: C=CCOSCl
**HOMO energy**: -8.89 eV

Atoms and positions in Å:
1 C -0.06 0.59 1.08
2 C 0.44 -0.17 0.12
3 C -0.39 -0.91 -0.88
4 O -0.98 -2.10 -0.33
5 S -1.97 -1.94 0.92
6 Cl -3.73 -1.33 0.08
7 H 0.58 1.08 1.79
8 H -1.12 0.79 1.17
9 H 1.51 -0.34 0.06
10 H 0.21 -1.28 -1.71
11 H -1.20 -0.28 -1.27



Run two
DFT (ωB97M-V/def2-TZVPD) results for C3H5ClOS in the gas phase.

Properties
**Net charge**: 0
**HOMO-LUMO gap**: 9.98 eV
**Structure (SMILES)**: O[C@H]1[C@H](S)[C@H]1Cl
**HOMO energy**: -9.18 eV

Atoms and positions in Å:
1 O 0.99 1.53 -0.29
2 C 0.21 0.66 0.34
3 C -0.54 -0.37 -0.54
4 S -2.16 -0.80 -0.14
5 C 0.55 -0.82 0.41
6 Cl 2.13 -1.21 -0.20
7 H 1.92 1.34 -0.20
8 H -0.39 0.97 1.14
9 H -0.08 -0.31 -1.54
10 H -2.81 0.31 -0.33
11 H 0.20 -1.29 1.35



Which structure wins on stability? run two wins.